A single C16H22OSi2 molecule at a distorted geometry, computed with ωB97M-V/def2-TZVPD.

Each atom is followed by the atoms it is bonded to, with distances in Å.
Element x y z (Å)
1 O 0.340 1.150 1.776  Si18 1.660, Si19 1.669
2 C 1.944 1.057 -3.059  C4 1.395, C5 1.386, H20 1.054
3 C 0.540 -2.960 -1.939  C6 1.374, C7 1.370, H21 1.073
4 C 0.656 0.527 -3.141  C2 1.395, C8 1.395, H22 1.050
5 C 2.308 1.771 -1.929  C2 1.386, C9 1.393, H23 1.080
6 C 1.618 -2.348 -1.346  C3 1.374, C10 1.381, H24 1.104
7 C -0.706 -2.877 -1.377  C3 1.370, C11 1.389, H25 1.075
8 C -0.220 0.630 -2.060  C4 1.395, C12 1.369, H26 1.073
9 C 1.399 1.894 -0.881  C5 1.393, C12 1.369, H27 1.087
10 C 1.431 -1.627 -0.183  C6 1.381, C13 1.387, H28 1.085
11 C -0.866 -2.234 -0.156  C7 1.389, C13 1.394, H29 1.089
12 C 0.159 1.317 -0.937  C8 1.369, C9 1.369, Si18 1.846
13 C 0.207 -1.600 0.468  C10 1.387, C11 1.394, Si19 1.824
14 C -2.583 0.838 0.311  Si18 1.899, H30 1.083, H31 1.080, H32 1.079
15 C -1.090 3.305 0.918  Si18 1.888, H33 1.100, H34 1.087, H35 1.082
16 C 1.388 -0.769 3.075  Si19 1.876, H36 1.073, H37 1.077, H38 1.094
17 C -1.582 -0.736 2.915  Si19 1.881, H39 1.087, H40 1.091, H41 1.095
18 Si -0.816 1.460 0.625  O1 1.660, C12 1.846, C14 1.899, C15 1.888, Si19 2.437
19 Si -0.031 -0.474 1.883  O1 1.669, C13 1.824, C16 1.876, C17 1.881, Si18 2.437
20 H 2.593 0.925 -3.879  C2 1.054
21 H 0.696 -3.388 -2.911  C3 1.073
22 H 0.335 0.007 -3.994  C4 1.050
23 H 3.259 2.278 -1.859  C5 1.080
24 H 2.604 -2.305 -1.842  C6 1.104
25 H -1.557 -3.293 -1.885  C7 1.075
26 H -1.188 0.168 -2.089  C8 1.073
27 H 1.697 2.351 0.060  C9 1.087
28 H 2.252 -1.038 0.212  C10 1.085
29 H -1.859 -2.233 0.290  C11 1.089
30 H -3.174 0.810 1.218  C14 1.083
31 H -3.079 1.491 -0.393  C14 1.080
32 H -2.534 -0.133 -0.157  C14 1.079
33 H -0.169 3.887 1.072  C15 1.100
34 H -1.604 3.663 0.030  C15 1.087
35 H -1.752 3.434 1.765  C15 1.082
36 H 2.177 -1.408 2.729  C16 1.073
37 H 1.815 0.197 3.287  C16 1.077
38 H 1.031 -1.230 4.002  C16 1.094
39 H -1.913 0.122 3.494  C17 1.087
40 H -1.349 -1.527 3.631  C17 1.091
41 H -2.377 -1.100 2.255  C17 1.095

The calculation puts the frontier orbital gap at 0.3446 Ha. Its HOMO energy is -9.0 eV. As for the largest force on an atom: 5.4 eV/Å.